Entry one
DFT (wB97M-V/def2-TZVPD) results for a single C3H3N3O molecule.

Atoms and positions in Å:
O -0.33 2.56 -0.32
C -0.06 1.43 -0.07
N -0.75 0.36 -1.03
N -0.85 -0.89 -0.69
C 0.07 -1.30 0.15
C 0.90 -0.41 0.88
N 0.78 0.89 0.88
H -1.55 0.61 -1.64
H 0.13 -2.37 0.30
H 1.66 -0.85 1.54

Computed properties:
SMILES: O=c1nccn[nH]1
LUMO (eV): -0.7355
Multiplicity: 1
HOMO (eV): -9.61
HOMO-LUMO gap (eV): 8.9

Entry two
DFT (wB97M-V/def2-TZVPD) results for a single C3H3N3O molecule.

Atoms and positions in Å:
O 2.66 1.05 0.11
C 2.10 -0.02 0.18
N 0.72 -0.22 0.12
C 0.02 0.66 -0.49
N -1.34 0.63 -0.60
C -1.92 -0.24 0.02
N -2.09 -1.10 0.81
H 2.64 -0.96 0.34
H 0.46 1.50 -1.01
H -3.24 -1.30 0.53

Computed properties:
SMILES: N=C=N/C=N/C=O
LUMO (eV): -0.1494
Multiplicity: 1
HOMO (eV): -10.02
HOMO-LUMO gap (eV): 9.9

Tell me which of them is the most stable. Sure, it is entry one.

Entry one
DFT (wB97M-V/def2-TZVPD) results for 2 unconnected molecules or ions with the total composition C3H3N3O.

Atoms and positions in Å:
N -0.20 -0.25 2.05
C 0.43 0.35 1.22
N -1.82 -2.21 -0.56
N -1.18 -2.45 -1.42
O -0.76 0.40 -1.22
C 0.39 0.77 -1.10
C 1.09 0.85 0.18
H -0.97 0.18 2.56
H 0.98 1.07 -1.99
H 2.08 1.29 0.28

Computed properties:
SMILES: N=C=CC=O.N#N
LUMO (eV): 0.5682
Multiplicity: 1
HOMO (eV): -9.62
HOMO-LUMO gap (eV): 10.2

Entry two
DFT (wB97M-V/def2-TZVPD) results for a molecular structure, C3H3N3O.

Atoms and positions in Å:
N -1.37 -0.24 -1.67
C -0.44 0.16 -0.94
N -0.14 -2.13 1.66
N -0.15 -1.33 2.43
O 0.84 -0.49 -0.43
C 1.04 0.70 0.26
C -0.08 1.31 -0.12
H -1.17 -1.16 -2.07
H 1.96 0.91 0.82
H -0.49 2.27 0.07

Computed properties:
LUMO (eV): 0.5233
Multiplicity: 1
HOMO (eV): -9.51
HOMO-LUMO gap (eV): 10.0

Entry three
DFT (wB97M-V/def2-TZVPD) results for a single C3H3N3O molecule.

Atoms and positions in Å:
O 1.79 -0.34 -0.33
C 1.01 -1.40 0.67
N 1.30 0.85 -0.02
N 0.09 1.28 0.12
C -1.02 0.59 -0.08
C -1.11 -0.80 -0.25
N -0.10 -1.56 0.14
H 1.98 1.46 0.41
H -1.93 1.19 -0.03
H -2.01 -1.28 -0.62

Computed properties:
LUMO (eV): -0.5978
Multiplicity: 1
HOMO (eV): -9.36
HOMO-LUMO gap (eV): 8.8

Entry four
DFT (wB97M-V/def2-TZVPD) results for a single C3H3N3O molecule.

Atoms and positions in Å:
N -1.98 0.10 1.17
C -0.81 -0.23 1.30
N 0.39 -0.52 1.37
N 0.78 -1.23 0.22
O 1.03 1.75 -0.08
C 0.81 0.97 -0.97
C 0.81 -0.53 -0.84
H -2.64 -0.54 1.62
H 0.70 1.31 -2.02
H 0.91 -1.08 -1.77

Computed properties:
SMILES: N=C=N/N=C\C=O
LUMO (eV): -0.6642
Multiplicity: 1
HOMO (eV): -9.57
HOMO-LUMO gap (eV): 8.9

Tell me which of them is the most stable. Sure, it is entry one.

Entry one
DFT (wB97M-V/def2-TZVPD) results for a molecular structure, C22H21O3PSe2Sr.

Atoms and positions in Å:
Sr 0.66 -0.84 -1.07
C -1.70 0.94 -3.62
C -2.05 1.51 -2.27
C -1.09 2.20 -1.52
C -1.39 2.69 -0.27
C -2.64 2.50 0.29
C -3.60 1.82 -0.44
C -3.31 1.35 -1.71
H -0.82 0.25 -3.52
H -1.49 1.76 -4.30
H -2.56 0.39 -4.01
H -0.10 2.29 -1.94
H -0.63 3.21 0.31
H -2.85 2.84 1.30
H -4.56 1.61 0.00
H -4.06 0.79 -2.25
Se 1.48 1.40 0.32
P 0.20 0.01 1.14
Se -1.63 -0.32 0.28
C 1.12 -1.49 1.05
C 0.49 -2.59 0.57
C 1.17 -3.80 0.51
C 2.47 -3.83 0.99
C 3.09 -2.70 1.49
C 2.41 -1.50 1.52
C -0.08 0.22 2.86
C -0.18 1.50 3.37
C -0.54 1.64 4.69
C -0.80 0.51 5.45
C -0.74 -0.76 4.91
C -0.38 -0.92 3.58
H -0.57 -2.49 0.34
H 0.67 -4.68 0.16
H 3.02 -4.77 0.99
H 4.09 -2.76 1.89
H 2.82 -0.58 1.93
H 0.02 2.34 2.71
H -0.61 2.63 5.13
H -1.08 0.63 6.49
H -0.96 -1.63 5.50
H -0.34 -1.88 3.07
C 3.72 0.10 -4.58
O 3.03 1.36 -4.48
C 1.93 1.60 -3.99
O 1.16 2.46 -3.86
H 3.38 -0.56 -3.76
H 4.78 0.35 -4.53
H 3.46 -0.35 -5.54
O -1.75 -2.40 -2.33
C -2.68 -2.06 -2.84

Computed properties:
LUMO (eV): -0.7537
Multiplicity: 1
HOMO (eV): -4.38
HOMO-LUMO gap (eV): 3.6

Entry two
DFT (wB97M-V/def2-TZVPD) results for a molecular structure, C22H21O3PSe2Sr.

Atoms and positions in Å:
Sr -0.16 -1.04 -1.56
C 1.89 3.92 -0.23
C 2.21 2.87 -1.25
C 3.44 2.24 -1.27
C 3.72 1.21 -2.16
C 2.75 0.79 -3.06
C 1.51 1.43 -3.06
C 1.25 2.47 -2.18
H 2.79 4.34 0.21
H 1.29 3.48 0.58
H 1.30 4.73 -0.66
H 4.21 2.55 -0.56
H 4.69 0.74 -2.16
H 2.94 0.02 -3.78
H 0.78 1.14 -3.81
H 0.29 2.96 -2.19
Se -1.57 1.46 -0.03
P -0.43 0.26 1.37
Se 1.64 0.05 0.90
C -1.14 -1.48 1.23
C -2.34 -1.73 0.56
C -2.78 -3.03 0.36
C -2.05 -4.10 0.85
C -0.89 -3.86 1.56
C -0.43 -2.56 1.74
C -0.75 0.74 3.09
C -2.06 1.01 3.48
C -2.32 1.36 4.80
C -1.28 1.46 5.71
C 0.02 1.20 5.31
C 0.29 0.85 4.00
H -2.92 -0.90 0.17
H -3.70 -3.21 -0.18
H -2.39 -5.12 0.69
H -0.31 -4.69 1.96
H 0.51 -2.38 2.25
H -2.86 0.95 2.76
H -3.34 1.56 5.11
H -1.49 1.74 6.74
H 0.84 1.29 6.02
H 1.31 0.65 3.67
C -2.24 -1.51 -4.77
O -0.89 -1.57 -5.17
C 0.04 -1.45 -4.14
O 1.19 -1.41 -4.51
H -2.61 -0.48 -4.75
H -2.39 -1.96 -3.78
H -2.83 -2.08 -5.49
O 2.17 -2.51 -1.92
C 3.15 -2.35 -2.47

Computed properties:
LUMO (eV): -0.1688
Multiplicity: 1
HOMO (eV): -7.68
HOMO-LUMO gap (eV): 7.5

Tell me which of them is the most stable. Sure, it is entry two.